Record 1
The following is a quantum chemistry calculation of a gas-phase ion, C10H13N4 (charge +1), from OMol25.

XYZ file:
```
27
Properties=species:S:1:pos:R:3:forces:R:3:nbo_charge:R:1
C 0.70288 -2.19765 1.84444 -3.5 3.5 -3.4 -0.245
C -1.12659 -1.16033 0.62467 -3.1 0.7 1.7 -0.216
C 1.49509 -1.36668 0.99990 -1.2 -1.8 2.6 0.085
C -0.73170 -2.05504 1.66142 2.2 -1.5 -1.7 0.231
C -0.28745 -0.41522 -0.13532 2.2 -2.4 1.9 0.031
C 1.65501 2.18049 -0.19324 -1.0 4.1 2.9 -0.328
C 1.83723 1.27678 -1.10473 0.4 -0.2 -0.9 -0.037
C 0.32506 2.69674 0.28276 0.1 -0.8 -2.3 0.182
C 0.77238 0.78130 -1.97987 -0.9 -0.1 -4.2 -0.542
C -0.49178 0.38566 -1.28953 -1.9 0.8 -1.5 0.534
N -0.77825 2.27635 -0.27698 2.1 0.1 1.5 -0.647
N 1.02979 -0.62050 0.08347 -0.6 1.5 -2.3 -0.427
N -1.65393 -2.95015 2.16022 0.5 2.0 0.0 -0.782
N -1.65687 0.35676 -1.95741 4.9 0.7 -0.9 -0.699
H 1.02474 -2.71058 2.63551 1.7 -2.2 2.7 0.223
H -2.21057 -0.92948 0.67250 0.5 -0.4 -0.6 0.202
H 2.52310 -1.21738 1.13117 1.6 -0.6 0.4 0.206
H 2.48010 2.78168 0.26702 -0.5 -1.2 -0.3 0.235
H 2.85551 1.01044 -1.24674 0.6 -0.5 -0.7 0.242
H 0.38149 3.49352 1.01889 -0.4 -0.1 0.3 0.199
H 0.47645 1.50083 -2.84927 0.5 -0.3 1.8 0.255
H 1.13816 -0.01551 -2.73228 -0.6 0.4 1.9 0.291
H -1.62153 2.58236 0.20183 -0.1 0.2 -0.2 0.381
H -1.41861 -3.86210 2.41764 0.7 -1.1 0.6 0.408
H -2.62661 -2.77395 2.08051 -0.6 0.2 -0.2 0.396
H -2.43563 0.03611 -1.53250 -3.1 -1.2 1.3 0.405
H -1.65746 0.91554 -2.78408 -0.7 0.1 -0.4 0.414
```
Positions in Å, forces in eV/Å.

Output
LUMO level = -0.154 Ha
Charge = +1
SMILES string = [H]/N=C/C=C\CC(=[NH2+])c1cc(N)ccn1
Relative energy (zero: lowest compared OMol25 entry of this formula, charge and spin) = 2.5247 eV

Record 2
The following is a quantum chemistry calculation of a molecular structure, C14H20FeN6O5S2Se, from OMol25.

XYZ file:
```
49
Properties=species:S:1:pos:R:3:forces:R:3:nbo_charge:R:1
Fe -1.01675 0.47082 0.83113 0.1 -0.1 0.0 0.849
N -1.34060 1.74769 2.38261 0.0 0.0 0.0 -0.629
N -2.49105 1.38532 3.13230 0.0 0.0 0.0 -0.455
C -2.84464 0.07446 3.10590 0.0 0.0 0.0 0.309
N -3.97498 -0.22275 3.76066 0.0 0.0 0.0 -0.772
S -1.91298 -1.09621 2.34978 0.0 0.0 0.0 -0.107
H -0.54614 1.79524 3.01393 0.0 0.0 0.0 0.383
H -1.54038 2.67870 1.99125 0.0 0.0 0.0 0.439
H -3.23229 2.06964 3.04785 0.0 0.0 0.0 0.412
H -4.45929 0.45671 4.32091 0.0 0.0 0.0 0.400
H -4.31647 -1.16571 3.72337 0.0 0.0 0.0 0.421
C 2.91426 -0.84128 2.18842 0.0 0.0 0.0 -0.692
C 2.10529 0.07781 1.31078 0.0 -0.3 -0.2 0.720
O 0.89207 0.17852 1.52895 0.0 0.3 0.2 -0.692
N 2.77448 0.70280 0.34097 -0.1 0.1 0.0 -0.562
C 2.19942 1.62150 -0.62574 0.0 0.0 0.0 -0.274
C 2.22007 1.05631 -2.02340 0.0 0.0 0.0 0.211
C 1.17342 1.30752 -2.90224 0.0 0.0 0.0 -0.245
C 1.26303 0.80481 -4.18898 0.0 0.0 0.0 -0.161
C 2.38039 0.06332 -4.54439 0.0 0.0 0.0 -0.273
C 3.36698 -0.13596 -3.59190 0.0 0.0 0.0 0.040
N 3.30116 0.35279 -2.35557 0.0 0.0 0.0 -0.457
H 2.67317 -0.63002 3.22832 0.0 0.0 0.0 0.240
H 3.98676 -0.74450 2.03251 0.0 0.0 0.0 0.212
H 2.61007 -1.86730 1.98068 0.0 0.0 0.0 0.248
H 3.73171 0.43430 0.18250 0.0 0.0 0.0 0.415
H 2.78975 2.54189 -0.61778 0.0 0.0 0.0 0.210
H 1.18986 1.87142 -0.32176 0.0 0.0 0.0 0.273
H 0.31162 1.86751 -2.56035 0.0 0.0 0.0 0.257
H 0.46480 0.98216 -4.89895 0.0 0.0 0.0 0.219
H 2.49222 -0.35176 -5.53694 0.0 0.0 0.0 0.217
H 4.25443 -0.71113 -3.83261 0.0 0.0 0.0 0.190
O -2.91163 0.94925 0.17220 0.0 0.0 0.0 -1.092
Se -2.42145 2.48001 -0.36699 0.0 0.0 0.0 2.750
O -3.02446 2.79263 -1.82133 0.0 0.0 0.0 -1.034
O -0.78286 2.14402 -0.37813 0.0 0.0 0.0 -1.108
O -2.74627 3.55608 0.80795 0.0 0.0 0.0 -1.080
S -0.41199 -1.19417 -0.74765 0.0 0.0 0.0 -0.182
C -1.36713 -1.09935 -2.14811 0.0 0.0 0.0 0.107
N -2.49058 -0.34826 -2.16286 0.0 0.0 0.0 -0.512
C -3.25780 -0.14735 -3.25205 0.0 0.0 0.0 0.100
C -2.96259 -0.76799 -4.42856 0.0 0.0 0.0 -0.306
C -1.83444 -1.60923 -4.45929 0.0 0.0 0.0 -0.133
C -1.05000 -1.77124 -3.35118 0.0 0.0 0.0 -0.257
H -2.74866 0.12481 -1.26985 0.0 0.0 0.0 0.474
H -4.08102 0.53834 -3.11384 0.0 0.0 0.0 0.240
H -3.57679 -0.60691 -5.30084 0.0 0.0 0.0 0.230
H -1.57324 -2.12132 -5.37716 0.0 0.0 0.0 0.221
H -0.16287 -2.38736 -3.36681 0.0 0.0 0.0 0.237
```
Positions in Å, forces in eV/Å.

Output
LUMO level (spin up / spin down) = 0.015 / 0.015 Ha
Relative energy (zero: lowest compared OMol25 entry of this formula, charge and spin) = 0.0412 eV

Record 3
The following is a quantum chemistry calculation of C8H15F2N in the gas phase, from OMol25.

XYZ file:
```
26
Properties=species:S:1:pos:R:3:forces:R:3:nbo_charge:R:1
C 0.58611 -1.34199 0.59920 0.1 0.2 -0.6 -0.237
C -0.06847 0.05792 0.73475 4.7 0.3 -2.0 -0.186
C 1.89187 0.43839 0.17189 -6.3 0.0 1.1 0.862
C -1.47711 2.10245 0.31777 -1.5 -1.2 -2.4 -0.595
C -2.37838 -0.23895 0.39559 -0.3 -1.4 -0.6 -0.604
C -1.21693 0.33013 -1.64483 -0.6 4.9 0.4 -0.616
C 3.15940 -1.57369 0.08316 -2.4 -1.8 -0.1 -0.413
C -1.22647 0.54485 -0.10947 -0.4 1.4 1.3 -0.097
N 1.98293 -0.91027 0.58556 1.0 2.7 0.3 -0.488
F 1.87814 0.76372 -1.17931 0.8 -0.7 0.8 -0.369
F 2.59690 1.39589 0.77912 0.5 -0.7 -0.2 -0.326
H 0.35151 -1.93382 1.47526 0.1 -0.5 0.1 0.193
H 0.33549 -1.90690 -0.31781 -0.2 0.2 0.2 0.177
H -0.06791 0.29841 1.79185 -0.4 0.4 0.0 0.209
H -1.40129 2.76941 -0.58125 0.1 -0.5 0.9 0.208
H -0.85210 2.45055 1.08586 1.1 0.3 0.9 0.214
H -2.51543 2.19421 0.69379 0.4 0.0 -0.3 0.203
H -3.23257 -0.14810 -0.21844 -1.3 1.0 -0.5 0.209
H -2.13968 -1.25389 0.10328 0.1 -0.9 1.0 0.200
H -2.63650 -0.06647 1.41108 -0.1 -0.3 1.0 0.208
H -2.25622 0.42543 -2.09721 1.1 -0.2 0.9 0.209
H -0.75974 -0.50148 -2.08020 1.1 -1.2 -0.3 0.217
H -0.73522 1.35994 -1.86373 -0.2 -2.1 -1.1 0.226
H 4.01581 -0.99989 0.24037 1.3 0.9 0.3 0.213
H 3.20969 -2.52878 0.57853 0.5 -0.4 0.1 0.204
H 2.95618 -1.72708 -0.95482 0.6 -0.4 -1.1 0.180
```
Positions in Å, forces in eV/Å.

Output
LUMO level = 0.032 Ha

Record 4
The following is a quantum chemistry calculation of 2 unconnected molecules or ions with the total composition C2H4NO4, from OMol25.

XYZ file:
```
11
Properties=species:S:1:pos:R:3:forces:R:3:nbo_charge:R:1
O 1.53078 -0.56581 0.83659 -1.7 1.0 0.3 -0.641
C 0.58482 -0.01927 1.41968 -0.6 0.5 0.5 0.541
N -0.74929 0.20541 1.01087 1.6 -0.3 1.5 -0.729
C -1.23462 -0.47763 -0.23544 0.4 1.0 0.0 0.861
O -0.65645 -1.52551 -0.45419 -0.3 -1.0 -0.4 -0.719
O -2.04391 0.22172 -0.84897 -0.8 0.0 -0.3 -0.772
H 0.82679 0.41377 2.44474 -0.6 -0.2 -0.7 0.073
H -1.47059 0.71574 1.60368 1.9 -0.9 -1.1 0.398
H 0.45970 0.59150 -2.31610 -8.4 1.3 -0.5 0.455
H 1.46340 0.01003 -1.24460 -1.1 1.3 -3.3 0.510
O 1.28937 0.43003 -2.21626 9.5 -2.7 3.9 -0.978
```
Positions in Å, forces in eV/Å.

Output
LUMO level = 0.145 Ha
Charge = -1
Relative energy (zero: lowest compared OMol25 entry of this formula, charge and spin) = 1.9939 eV

Record 5
The following is a quantum chemistry calculation of BrIO2S2 in the gas phase, from OMol25.

XYZ file:
```
6
Properties=species:S:1:pos:R:3:forces:R:3:nbo_charge:R:1
O 0.32421 -1.10377 1.63342 0.6 0.0 -0.3 -0.865
O 0.52996 1.97746 -1.13023 1.4 0.7 -0.9 -0.868
S 0.96920 -1.00828 0.31326 -1.0 1.3 0.9 0.858
S -0.32825 0.90243 -0.74180 -0.6 -1.0 0.6 1.025
Br -1.31446 1.74864 1.04666 -0.1 -0.6 0.3 -0.125
I -0.18064 -2.51648 -1.12131 -0.2 -0.4 -0.6 -0.025
```
Positions in Å, forces in eV/Å.

Output
LUMO level (spin up / spin down) = -0.061 / -0.061 Ha
SMILES string = O=S(Br)#S(=O)I
Relative energy (zero: lowest compared OMol25 entry of this formula, charge and spin) = 0.3903 eV

Record 6
The following is a quantum chemistry calculation of a molecular structure, C2H2Br6, from OMol25.

XYZ file:
```
10
Properties=species:S:1:pos:R:3:forces:R:3:lowdin_spin:R:1
C -0.63859 2.10762 -0.27555 0.6 1.0 0.9 -0.004
Br -0.29475 3.86995 -0.98487 -0.1 -0.3 -0.3 0.046
Br -1.82621 2.31475 1.23587 -0.2 -0.5 -0.5 0.018
Br 1.09574 1.50131 0.47585 -0.4 -0.3 -0.5 0.082
H -0.98983 1.44275 -1.06464 0.0 0.1 0.4 0.000
C 0.47091 -2.08369 0.17063 -0.3 -1.1 0.4 -0.029
Br -0.07028 -2.73920 -1.60121 0.8 0.4 1.0 0.392
Br 2.44711 -2.16945 0.22035 -1.4 -0.1 -0.3 0.402
Br -0.40438 -3.21359 1.54865 0.9 1.1 -1.1 0.096
H 0.21030 -1.03045 0.27492 0.0 -0.2 0.0 -0.002
```
Positions in Å, forces in eV/Å.

Output
LUMO level (spin up / spin down) = -0.188 / -0.380 Ha
⟨S²⟩ = 0.756
Multiplicity = 2
Charge = +1
Relative energy (zero: lowest compared OMol25 entry of this formula, charge and spin) = 0.0804 eV

Number 1: largest force on an atom 0.1158 Eh/bohr. Number 2: largest force on an atom 0.0065 Eh/bohr. Number 3: largest force on an atom 0.1243 Eh/bohr. Number 4: largest force on an atom 0.2074 Eh/bohr. Number 5: largest force on an atom 0.0370 Eh/bohr. Number 6: largest force on an atom 0.0340 Eh/bohr.